Record 1
Computed, not measured: the molecule C6H12O in a non-equilibrium geometry, with wB97M-V/def2-TZVPD.

Calculated values
E_LUMO (eV): 1.030
ΔE to the lowest compared entry with this formula, charge and spin (kJ/mol): 248.2
Energy (Eh): -310.9647
Gap between HOMO and LUMO (eV): 10.297
Structure (SMILES): COCC1(C)CC1

Cartesian coordinates (Å):
O 1.5861 0.5585 1.0517
C 0.6320 -0.4602 0.8668
C 2.6483 0.6583 0.1280
H 3.2135 1.5674 0.3745
H -1.9255 -0.6811 -1.8342
H -1.6772 -1.8764 1.0077
H -0.8411 -2.0420 -1.3449
H -0.0093 1.6645 -0.8706
C -0.7087 -0.1492 0.0096
H 0.8251 -1.2001 0.1329
H 0.3150 -0.7207 1.8790
C -0.8290 1.3198 -0.2240
H 3.3302 -0.2067 0.1845
H -1.7802 1.5847 -0.6875
C -1.8773 -1.0216 0.3580
H -2.8447 -0.5593 0.5228
H -0.7206 1.8144 0.7444
C -1.3153 -1.1085 -1.0331
H 2.2799 0.7536 -0.9016

Mulliken population analysis, charges in e, atoms 1 to 6: number 1, O, carries -0.340; number 2, C, carries -0.797; number 3, C, carries -0.686; number 4, H, carries 0.233; number 5, H, carries 0.252; number 6, H, carries 0.291


Record 2
Computed, not measured: the molecule C6H12O, with wB97M-V/def2-TZVPD.

Calculated values
E_LUMO (spin up / spin down) (eV): 0.749 / 0.444
ΔE to the lowest compared entry with this formula, charge and spin (kJ/mol): 564.3
Energy (Eh): -310.8443
Gap between HOMO and LUMO (spin up / spin down) (eV): 7.880 / 7.660

Cartesian coordinates (Å):
H 2.2911 1.4530 -1.0200
H 0.2085 1.5666 0.7674
H 2.9761 0.7287 0.4518
C -1.1239 -0.0439 0.9553
H -2.4016 1.6328 0.4551
H 0.4108 -1.4640 0.2613
C 1.1018 -0.1414 -0.1392
C 0.2232 0.4949 1.0113
H 0.7500 0.3577 1.9594
O 0.3334 -0.3671 -1.2720
H -1.4816 -0.6466 1.7879
C 2.4169 0.5136 -0.4627
H 3.0130 -0.1550 -1.0903
C -2.1503 0.6247 0.0990
H -1.7610 0.7405 -0.9253
H -3.0847 0.0564 0.0609
H 0.0864 -2.3882 -1.1747
H -1.4389 -1.4814 -0.9756
C -0.3692 -1.4816 -0.7495

Mulliken population analysis, charges in e, atoms 1 to 6: number 1, H, carries 0.317; number 2, H, carries 0.335; number 3, H, carries 0.344; number 4, C, carries -0.268; number 5, H, carries 0.339; number 6, H, carries 0.349


Record 3
Computed, not measured: a cluster of 2 separate species, C6H12O in total, with wB97M-V/def2-TZVPD.

Calculated values
E_LUMO (eV): 1.093
ΔE to the lowest compared entry with this formula, charge and spin (kJ/mol): 292.9
Energy (Eh): -310.9477
Gap between HOMO and LUMO (eV): 10.632
Structure (SMILES): C1[C@H]2C[C@@H]12.CCO

Cartesian coordinates (Å):
H -1.1216 2.2011 1.4918
C 0.1949 2.7474 -0.3011
H 1.8013 1.1985 -0.5216
H 0.4432 3.4932 -1.0507
O -0.6046 -1.0725 0.6300
C -1.0882 2.4143 0.4143
H 0.9432 -1.3673 -0.7408
H 0.7748 -3.8839 -0.4257
C -0.4210 1.4271 -0.4782
H -0.6207 -3.5982 0.6617
C 0.3181 -3.1822 0.2766
H -1.9888 2.8914 0.0293
H -0.8222 0.9042 -1.3325
H 0.9871 -3.0195 1.1308
C 0.0186 -1.8472 -0.3723
H -0.2284 -0.1895 0.5825
C 0.9594 1.5200 0.0935
H 1.0972 1.3265 1.1643
H -0.6422 -1.9635 -1.2522

Mulliken population analysis, charges in e, atoms 1 to 6: number 1, H, carries 0.138; number 2, C, carries -0.386; number 3, H, carries 0.301; number 4, H, carries 0.287; number 5, O, carries -0.558; number 6, C, carries -0.406


Record 4
Computed, not measured: a cluster of 2 separate species, C6H12O in total in a non-equilibrium geometry, with wB97M-V/def2-TZVPD.

Calculated values
E_LUMO (eV): 1.071
ΔE to the lowest compared entry with this formula, charge and spin (kJ/mol): 333.2
Energy (Eh): -310.9324
Gap between HOMO and LUMO (eV): 9.279

Cartesian coordinates (Å):
O 0.7522 -1.4058 -0.4939
C 2.4619 0.2996 -0.4859
H 2.0541 0.7151 -1.4130
H -1.0738 -1.3813 -1.6172
C -2.3702 0.3693 0.2219
C 0.1768 0.5751 0.6831
H 0.2734 0.9912 1.6912
H 2.9359 1.1105 0.0785
C -0.5722 -1.1708 -0.6692
H 3.2324 -0.4338 -0.7439
H 0.1155 1.4058 -0.0308
H -3.1444 -0.3627 -0.0328
C 1.3474 -0.3482 0.3164
H -1.1581 -0.9593 1.3903
H 1.7592 -0.8342 1.2121
H -2.7084 0.9284 1.0974
H -0.8568 -0.2304 -1.9023
C -1.0539 -0.3295 0.4891
H -2.2651 1.0600 -0.6210

Mulliken population analysis, charges in e, atoms 1 to 6: number 1, O, carries -0.422; number 2, C, carries -1.430; number 3, H, carries 0.351; number 4, H, carries 0.396; number 5, C, carries -1.663; number 6, C, carries -0.979


Record 5
Computed, not measured: a cluster of 2 separate species, C6H12O in total in a non-equilibrium geometry, with wB97M-V/def2-TZVPD.

Calculated values
E_LUMO (eV): 0.923
ΔE to the lowest compared entry with this formula, charge and spin (kJ/mol): 324.3
Energy (Eh): -310.9357
Gap between HOMO and LUMO (eV): 10.127
Structure (SMILES): C=CC(=C)CC.O

Cartesian coordinates (Å):
C -0.1356 -0.0757 -0.6214
H 1.4678 -1.6555 -0.8370
H -2.2281 -0.4561 -0.7489
C 0.2209 0.5911 0.6856
H -2.8227 1.5474 0.1815
C -2.0598 1.7643 -0.5436
C -1.5838 0.3632 -1.0537
C -0.0548 -0.1478 1.8196
H 4.1823 -1.5509 1.6631
H 0.0110 0.1973 2.7938
H -0.1208 -1.9115 -1.5975
H 3.5872 -1.1675 0.2694
H -2.5936 2.2237 -1.3203
O 4.1683 -1.7295 0.7146
H 0.8791 1.5104 0.5112
H -1.6278 0.4333 -2.1511
H -1.3025 2.4794 -0.4067
C 0.5119 -1.1801 -1.0904
H -0.4989 -1.2357 1.7319

Mulliken population analysis, charges in e, atoms 1 to 6: number 1, C, carries 0.444; number 2, H, carries 0.163; number 3, H, carries 0.350; number 4, C, carries -0.265; number 5, H, carries 0.280; number 6, C, carries -1.278


Record 6
Computed, not measured: a cluster of 2 separate species, C6H12O in total in a non-equilibrium geometry, with wB97M-V/def2-TZVPD.

Calculated values
E_LUMO (eV): 0.622
ΔE to the lowest compared entry with this formula, charge and spin (kJ/mol): 175.3
Energy (Eh): -310.9925
Gap between HOMO and LUMO (eV): 9.150
Structure (SMILES): C=CC=C(C)C.O

Cartesian coordinates (Å):
H 0.6648 -0.5762 4.1132
C 0.5328 2.1598 -0.0603
H -0.4749 -1.2220 4.8194
H 0.9665 2.0281 0.9352
H -1.7590 1.2258 0.6943
H -0.1975 -2.0470 -0.8017
C 0.3681 -1.4048 -1.4761
H -1.3394 -0.5592 0.5381
H 0.7516 -1.3766 -3.5504
H -0.2170 2.9424 0.0484
H -2.1141 0.2326 -0.7539
H 1.7016 0.3049 -1.4667
O 0.0582 -0.3901 4.8306
C 0.7041 -0.0238 -1.1858
H 1.2904 2.4133 -0.7970
H 0.1267 -3.0016 -2.7556
C 0.3950 -1.9568 -2.7113
C -0.0521 0.8318 -0.4792
C -1.4058 0.4192 0.0587

Mulliken population analysis, charges in e, atoms 1 to 6: number 1, H, carries 0.314; number 2, C, carries -1.320; number 3, H, carries 0.323; number 4, H, carries 0.260; number 5, H, carries 0.352; number 6, H, carries 0.244